No. 1
C26H24AsCl5GeHfO as an isolated structure in a non-equilibrium geometry, computed with ωB97M-V/def2-TZVPD.

Summary:
**F_max**: 3.14 eV/Å
**Spin multiplicity**: 2
**E_tot**: -7741.0683 a.u.
**Net charge**: +3
**Frontier orbital gap (alpha / beta)**: 7.282 / 5.317 eV
**ΔE to the lowest compared entry with this formula, charge and spin**: 19.48 kcal per mole

```
59
Properties=species:S:1:pos:R:3:mulliken_spin:R:1
Hf -0.44506 1.34699 -0.62750 0.383
Cl 1.89284 0.10518 -2.05375 0.003
C 2.21718 -0.05783 -0.34696 0.026
C 1.12054 0.30246 0.40782 -0.001
C 1.23732 0.37712 1.78164 -0.024
Cl -0.19551 1.00752 2.55030 0.011
C 2.40979 0.03412 2.43200 -0.015
Cl 2.53988 0.14810 4.12685 0.000
C 3.49568 -0.40108 1.63722 0.008
Cl 4.94228 -0.85380 2.39346 0.002
C 3.41366 -0.44561 0.22635 -0.004
Cl 4.73710 -0.92483 -0.72967 0.000
C 1.16771 4.54614 2.04364 -0.015
Ge 0.30427 3.62991 0.54192 0.384
C -1.54849 4.32221 0.22194 0.108
C -1.70250 5.69965 0.13134 0.008
C -2.92154 6.22662 -0.27945 0.013
C -3.97650 5.38336 -0.60115 -0.005
C -3.83474 4.00682 -0.49150 0.001
C -2.62119 3.48144 -0.07339 -0.007
C 1.33953 3.92138 -1.13688 0.072
C 2.55200 4.58361 -1.08435 0.064
C 3.35903 4.71431 -2.22582 -0.003
C 3.03753 4.03580 -3.37232 0.043
C 1.84186 3.28459 -3.45367 -0.008
C 1.52586 2.50588 -4.59152 0.004
C 0.35670 1.78290 -4.67762 0.004
C -0.61349 1.93551 -3.68770 -0.001
C -0.35691 2.70118 -2.54344 -0.002
C 0.94054 3.30534 -2.35723 -0.066
H 1.26546 5.60023 1.78068 0.011
H 2.15415 4.13522 2.25213 -0.001
H 0.54607 4.45985 2.93242 0.003
H -0.87892 6.35833 0.38012 0.004
H -3.03959 7.30023 -0.34282 0.001
H -4.91990 5.79830 -0.92944 0.000
H -4.67716 3.36496 -0.71710 0.000
H -2.51739 2.39963 0.07360 -0.003
H 2.89018 5.02375 -0.15374 0.005
H 4.25856 5.31269 -2.17468 0.002
H 3.70865 4.04930 -4.22256 0.000
H 2.23026 2.48752 -5.41579 0.000
H 0.14793 1.18084 -5.55136 0.000
H -1.60923 1.54336 -3.85854 0.000
H -1.22340 3.17004 -2.05354 -0.001
C -2.93660 -2.61612 -0.85938 0.000
As -3.39078 -0.75904 -0.69678 0.004
C -4.81017 -0.29569 -1.91355 0.000
C -3.87474 -0.35966 1.12668 0.001
O -2.00190 0.20892 -1.07946 -0.005
H -3.85287 -3.19192 -0.71868 0.000
H -2.21504 -2.89429 -0.09328 0.000
H -2.53421 -2.82233 -1.84974 0.000
H -5.73969 -0.67938 -1.49045 0.000
H -4.63813 -0.77104 -2.87785 0.000
H -4.89009 0.78223 -2.03791 0.000
H -4.83938 -0.83193 1.31851 0.000
H -3.96740 0.71289 1.28963 0.000
H -3.13335 -0.78627 1.80114 0.000
```

=====

No. 2
C26H24CaN3O5 as an isolated structure in a non-equilibrium geometry, computed with ωB97M-V/def2-TZVPD.

Summary:
**F_max**: 2.17 eV/Å
**E_tot**: -2223.4759 a.u.
**Net charge**: -1
**Frontier orbital gap**: 6.883 eV

```
59
Properties=species:S:1:pos:R:3:mulliken_charge:R:1
Ca -0.72763 0.36259 0.41235 1.774
O -0.41255 2.27585 1.04392 -0.852
C -1.14490 3.16798 1.60382 0.478
C -0.69259 4.51662 1.68444 -0.678
C -1.42901 5.51419 2.27352 -0.418
C -2.68272 5.23865 2.82363 -0.739
C -3.15842 3.94608 2.76255 -0.745
C -2.43583 2.90283 2.17187 0.340
C -3.00764 1.55908 2.16696 0.610
N -2.38158 0.40417 2.03174 -0.139
C -3.32351 -0.58336 2.15691 -0.438
C -4.54786 -0.03359 2.36945 -0.723
N -4.33683 1.32627 2.37673 -0.056
H 0.27687 4.72811 1.24996 0.380
H -1.03492 6.52354 2.32006 0.359
H -3.26541 6.01840 3.29716 0.360
H -4.12209 3.74536 3.22092 0.284
H -3.05076 -1.62437 2.09707 0.437
H -5.52655 -0.45680 2.51180 0.435
H -5.04561 2.03080 2.44667 0.200
C -1.52106 -1.12090 -8.78580 -1.522
C -0.64869 -0.32073 -7.85316 1.059
C 0.63894 0.02141 -8.24834 -0.875
C 1.48509 0.69635 -7.38347 -0.681
C 1.02759 1.08060 -6.13891 -0.875
C -0.27664 0.78636 -5.73415 -0.259
N -0.67337 1.23668 -4.46707 -0.038
C -1.84216 1.90693 -4.16137 -0.071
C -2.51522 2.65593 -5.13569 -0.646
C -3.65150 3.37430 -4.81294 -0.598
C -4.14620 3.37156 -3.51592 -0.723
C -3.49742 2.62326 -2.54799 -0.423
C -2.35586 1.89231 -2.84737 0.469
C -1.73361 1.05322 -1.75745 1.646
O -2.50058 0.58659 -0.88003 -0.901
O -0.48727 0.84004 -1.77483 -1.277
C -1.11401 0.03503 -6.58167 1.166
C -2.46202 -0.45203 -6.12069 -1.494
H -1.03027 -1.25301 -9.74927 0.377
H -2.48294 -0.63067 -8.94928 0.299
H -1.72406 -2.11118 -8.37170 0.339
H 0.98426 -0.26147 -9.23633 0.318
H 2.49363 0.94447 -7.69031 0.363
H 1.66385 1.63124 -5.45717 0.497
H -0.12835 0.97560 -3.65074 0.372
H -2.12480 2.67301 -6.14629 0.474
H -4.14855 3.95802 -5.57895 0.368
H -5.03430 3.93951 -3.26863 0.382
H -3.86997 2.58401 -1.53228 0.487
H -2.52432 -0.46307 -5.03632 0.329
H -2.64580 -1.46483 -6.48057 0.513
H -3.27032 0.18587 -6.48853 0.301
C 1.10645 -1.05952 3.61201 -0.743
O 0.27118 -0.89771 2.47096 -0.087
C 0.86368 -1.11699 1.19612 -0.676
O 2.00954 -1.53134 1.20977 -0.516
H 0.49114 -0.83623 4.48281 0.232
H 1.95272 -0.37204 3.56618 0.287
H 1.49578 -2.07670 3.67396 0.258
```

=====

No. 3
C26H24Cl5DyNOP2 as an isolated structure in a non-equilibrium geometry, computed with ωB97M-V/def2-TZVPD.

Summary:
**F_max**: 8.92 eV/Å
**Spin multiplicity**: 6
**E_tot**: -5003.4207 a.u.
**Net charge**: +1
**Frontier orbital gap (alpha / beta)**: 5.321 / 5.624 eV

```
60
Properties=species:S:1:pos:R:3:mulliken_spin:R:1
C -1.87142 2.68475 -3.75223 -0.003
C -1.50142 1.38577 -3.44149 0.032
C -0.14546 1.01688 -3.77292 -0.033
C 0.88984 2.03230 -3.69475 -0.003
C 0.44530 3.36939 -3.61210 -0.016
C -0.87572 3.66192 -3.87560 0.006
C 2.25332 1.65505 -3.54608 0.014
C 2.50288 0.26666 -3.44735 -0.011
C 1.41990 -0.68288 -3.55508 -0.032
C 1.58151 -2.00645 -2.99721 0.031
C 2.88349 -2.52009 -2.97893 -0.006
C 3.95763 -1.62606 -3.06560 0.006
C 3.77677 -0.26019 -3.07021 -0.011
H -2.92422 2.95499 -3.83211 0.000
H 1.23142 4.12867 -3.51695 -0.001
H -1.15152 4.69698 -4.14182 0.000
H 2.76913 2.23103 -2.82366 0.005
H 3.04293 -3.57351 -2.83584 0.000
H 4.98126 -2.01844 -3.07453 0.000
H 4.56762 0.46737 -2.96638 0.000
N 0.19613 -0.26612 -3.88727 -0.007
Dy 0.63269 0.68230 1.00714 5.507
C -2.36593 0.49556 -2.59348 0.018
H -2.26544 -0.56619 -2.87509 0.001
H -3.41336 0.79142 -2.63740 0.000
C 0.46450 -2.69923 -2.29171 0.013
H -0.49991 -2.57217 -2.81092 0.000
H 0.66782 -3.76434 -2.14912 0.000
P -1.85735 0.59702 -0.73223 -0.026
P 0.20346 -1.96890 -0.51701 -0.029
C 1.52149 -2.90872 0.35893 -0.003
H 1.48012 -2.67910 1.43212 -0.002
H 1.34524 -3.98478 0.21250 0.001
H 2.50754 -2.63300 -0.02647 0.000
C -1.22966 -3.03767 -0.09460 -0.008
H -0.87373 -4.06571 0.02096 0.000
H -1.67783 -2.69455 0.84032 0.004
H -1.97355 -2.99239 -0.90019 -0.001
C -2.40374 2.31967 -0.37820 -0.014
H -3.37835 2.48900 -0.85927 -0.001
H -2.51146 2.44884 0.70540 -0.006
H -1.67048 3.03981 -0.74827 0.004
C -3.32515 -0.28173 -0.07420 -0.008
H -3.21754 -0.41628 1.00446 0.004
H -4.21561 0.32744 -0.28900 0.000
H -3.42720 -1.26403 -0.55188 -0.002
C -0.81027 -0.48100 2.17751 0.128
O -1.52034 -1.07740 2.87729 0.000
H 1.23029 1.31593 -0.40038 -0.472
Cl 3.48928 0.37728 1.19499 -0.015
C 3.39104 2.14546 1.08777 -0.014
C 2.14987 2.66071 0.70418 -0.037
C 2.09345 4.05243 0.48897 -0.016
Cl 0.64694 4.70271 -0.20488 -0.002
C 3.19746 4.91650 0.75636 0.027
Cl 3.08296 6.62414 0.53675 0.001
C 4.42204 4.34491 1.19602 -0.045
Cl 5.77857 5.31550 1.50705 -0.007
C 4.53397 2.93505 1.34098 0.030
Cl 6.00782 2.17142 1.79841 0.001
```

=====

No. 4
C26H24F20N5O12S6V as an isolated structure in a non-equilibrium geometry, computed with ωB97M-V/def2-TZVPD.

Summary:
**F_max**: 5.99 eV/Å
**Spin multiplicity**: 3
**E_tot**: -7512.0424 a.u.
**Frontier orbital gap (alpha / beta)**: 6.458 / 7.160 eV
**ΔE to the lowest compared entry with this formula, charge and spin**: 0.00 kcal per mole

```
94
Properties=species:S:1:pos:R:3:mulliken_spin:R:1
V 0.81095 -1.05621 1.26944 2.038
C 0.75340 3.27603 1.75762 0.006
F 0.40228 4.59335 1.62151 0.000
F 1.87847 2.97106 1.19099 0.000
F 0.78596 3.09216 3.12987 0.000
S -0.66160 2.05502 1.12840 0.028
O -1.37885 1.67522 2.33115 0.000
O -1.42709 2.78803 0.11228 -0.004
N 0.17371 0.67452 0.52301 -0.016
S 0.33741 1.19131 -1.05223 0.018
O 0.77894 2.56584 -1.28826 -0.004
O 1.25272 0.19422 -1.59945 0.010
C -1.30768 0.78087 -2.00999 0.006
F -1.11504 -0.30085 -2.80522 0.002
F -2.14190 0.37936 -1.07232 0.000
F -1.66478 1.87557 -2.58737 0.000
C 5.09146 -0.76285 1.85365 0.005
F 5.34221 0.48028 2.19418 0.001
F 6.23154 -1.41104 1.73282 0.000
F 4.32249 -1.45214 2.70962 0.000
S 4.09867 -0.80914 0.21080 0.016
O 3.64060 0.55604 -0.10510 0.003
O 4.98621 -1.29743 -0.86753 -0.002
N 2.62320 -1.66864 0.71959 0.000
S 3.03442 -3.21380 0.50138 0.011
O 4.39475 -3.45557 0.82656 -0.003
O 2.00940 -4.05650 1.19113 0.004
C 2.84030 -3.58759 -1.44926 0.004
F 1.91433 -4.53965 -1.54285 0.000
F 2.46291 -2.54306 -2.09887 0.000
F 3.96792 -4.01846 -2.07525 0.000
C -2.43036 -3.85654 2.26630 0.004
F -3.26019 -4.34137 3.16927 0.000
F -1.30623 -4.60675 2.22931 0.000
F -2.92900 -3.72564 1.00361 0.000
S -1.98416 -2.09350 2.99912 0.011
O -2.42459 -1.09185 2.00756 0.003
O -2.41401 -2.01462 4.40509 0.000
N -0.17339 -2.00861 2.74059 0.010
S 0.33630 -2.57878 4.21154 0.012
O -0.39647 -3.72091 4.78262 -0.003
O 1.74103 -2.92939 3.90425 0.004
C 0.16554 -1.12430 5.51164 0.005
F -0.72984 -1.47212 6.41261 0.000
F 1.35797 -0.95888 6.13815 0.001
F -0.16305 -0.04502 4.90993 0.000
C 1.64943 2.55174 6.26158 0.000
C 2.93047 2.61610 5.39338 0.001
C 3.37222 1.34405 4.65413 0.000
C 2.57414 0.61690 3.65633 0.057
N 1.85102 0.09981 2.92558 -0.164
H 0.87993 2.20864 5.57002 0.000
H 1.25940 3.41348 6.80322 0.000
H 1.79049 1.85935 7.09152 0.000
H 3.82792 2.90206 5.94193 0.000
H 2.88135 3.38575 4.62311 0.000
H 3.33039 0.63226 5.47857 0.001
H 4.39430 1.38101 4.27718 0.001
C -3.88450 -3.59667 -3.38334 0.000
C -2.70465 -2.85978 -2.75762 0.001
C -1.79834 -3.73183 -1.92019 0.002
C -1.00045 -2.90405 -1.04151 0.062
N -0.33155 -2.25975 -0.40485 -0.130
H -4.60892 -2.96021 -3.89150 0.000
H -4.35886 -4.29516 -2.69399 0.000
H -3.55988 -4.34109 -4.11037 0.000
H -3.14497 -2.10385 -2.10740 0.000
H -2.14784 -2.30426 -3.51224 0.000
H -1.10317 -4.29323 -2.54442 0.001
H -2.24902 -4.51281 -1.30775 0.001
F -0.43309 8.79024 -2.34113 0.000
C -1.37774 7.88817 -2.09981 0.000
C -1.16937 6.50372 -1.91290 0.000
C -2.18558 5.63544 -1.48188 0.000
C -3.46074 6.19380 -1.19426 0.000
C -3.68226 7.55067 -1.43653 0.000
C -2.65997 8.41081 -1.93381 0.000
H -0.14126 6.22661 -2.09344 0.000
H -2.04765 4.57830 -1.30916 0.000
H -4.25224 5.53323 -0.87245 0.000
H -4.63897 7.99876 -1.21224 0.000
H -2.81814 9.46165 -2.12644 0.000
F -0.01797 -4.69324 -6.44037 0.000
C -0.50114 -3.41292 -6.28669 0.000
C 0.31481 -2.52460 -5.64178 0.000
C -0.09468 -1.19535 -5.53131 0.000
C -1.40523 -0.85453 -5.95162 0.000
C -2.19269 -1.78138 -6.65106 0.000
C -1.69236 -3.03223 -6.82535 0.000
H 1.25992 -2.90854 -5.28716 0.000
H 0.61138 -0.51714 -5.07534 0.000
H -1.72866 0.17580 -5.93702 0.000
H -3.10280 -1.49341 -7.15620 0.000
H -2.25969 -3.79025 -7.34492 0.000
```

=====

- The lowest F_max belongs to which entry?
  C26H24CaN3O5